{
  "formula": "C29H46IrP2Se",
  "method": "the ωB97M-V functional and the def2-TZVPD basis",
  "charge": 1,
  "lumo_energy_ev": [-2.904, -4.525],
  "energy_ev": -117561.20838,
  "spin_multiplicity": 5,
  "s2": 6.074,
  "homo_lumo_gap_ha": [0.226, 0.171],
  "relative_energy_kj_mol": 788.2,
  "species": ["Ir", "C", "C", "C", "C", "C", "C", "H", "H", "H", "C", "H", "H", "H", "C", "H", "H", "H", "C", "H", "H", "H", "C", "H", "H", "H", "C", "C", "C", "C", "C", "C", "C", "C", "H", "H", "H", "H", "H", "H", "H", "H", "H", "H", "H", "H", "P", "C", "C", "P", "C", "C", "C", "H", "H", "H", "H", "H", "H", "H", "H", "H", "H", "H", "H", "H", "H", "Se", "C", "C", "C", "C", "C", "C", "H", "H", "H", "H", "H"],
  "xyz": [[0.1927, -0.3194, -3.0029], [-0.9704, -1.4452, 0.0014], [0.3211, -1.5727, -0.7409], [0.6013, -0.3129, 1.2133], [-0.7805, -0.6323, 1.1074], [1.3038, -0.9251, 0.1817], [-2.1628, -2.3201, -0.0938], [-2.0429, -3.1037, -0.8281], [-3.0682, -1.7494, -0.3372], [-2.3737, -2.8036, 0.8816], [-1.8486, -0.2085, 2.0491], [-2.7050, -0.9090, 2.0272], [-2.2442, 0.7959, 1.8020], [-1.4529, -0.1726, 3.0778], [1.2161, 0.4987, 2.2896], [0.6961, 0.3310, 3.2441], [1.1747, 1.5825, 2.0719], [2.2887, 0.2442, 2.4357], [2.7527, -1.1820, 0.2792], [2.9971, -1.6209, 1.2590], [3.3321, -0.2620, 0.2192], [3.0854, -1.8705, -0.4914], [0.6877, -2.9770, -1.1449], [0.8354, -3.4925, -0.1670], [1.6221, -3.0700, -1.7321], [-0.0895, -3.5255, -1.6999], [-1.5220, 1.7755, -5.0477], [-1.9535, 0.3862, -5.0186], [-1.3342, -0.6140, -6.0158], [0.1479, -0.5531, -6.2431], [0.8674, -0.2072, -4.9257], [1.2932, 1.1877, -4.8414], [0.8675, 2.3096, -5.7932], [-0.6507, 2.2843, -6.1018], [-1.8436, -0.3746, -6.9540], [0.4001, 0.1420, -7.0646], [-1.6012, -1.6573, -5.7798], [-0.8235, 1.7709, -7.0498], [-2.1478, 2.5492, -4.5515], [-3.0569, 0.1449, -5.0147], [-0.9561, 3.3321, -6.2541], [1.0706, 3.2366, -5.2148], [2.2551, 1.3879, -4.3264], [1.4914, 2.3612, -6.6885], [0.4923, -1.5332, -6.6330], [1.4757, -1.1025, -4.5793], [-1.8885, 0.3590, -3.1386], [-3.1872, 1.3370, -2.3119], [-1.7020, -1.5847, -3.2191], [1.8145, 1.1143, -2.0705], [0.0208, 1.5919, -2.9324], [3.0474, -0.1186, -2.7668], [2.4630, 2.7980, -1.6942], [-2.6776, 1.9077, -1.5373], [-3.8435, 0.5926, -1.8461], [-3.7936, 2.0222, -2.9135], [-1.2435, -2.0925, -4.0849], [-2.7883, -1.6885, -3.2709], [-1.4209, -2.0799, -2.2962], [2.6227, 3.4718, -2.5556], [3.4367, 2.6496, -1.1780], [1.7440, 3.2631, -0.9769], [-0.4635, 2.3458, -2.3378], [0.4627, 1.8640, -3.9039], [3.8110, -0.2636, -1.9742], [3.5350, 0.1376, -3.7426], [2.4473, -1.1012, -2.9102], [-0.6998, 2.4711, 0.1250], [-1.1503, 3.5156, 1.5769], [-1.5649, 4.8367, 1.2945], [-1.9568, 5.6698, 2.3200], [-1.9421, 5.2087, 3.6547], [-1.5209, 3.8962, 3.9336], [-1.1198, 3.0636, 2.9048], [-1.5688, 5.1712, 0.2579], [-2.2756, 6.6868, 2.0850], [-2.2498, 5.8771, 4.4669], [-1.5066, 3.5298, 4.9625], [-0.7827, 2.0647, 3.1313]],
  "mulliken_charge": [-0.06, 0.89, 2.11, 0.78, 0.72, 0.25, -2.69, 0.51, 0.27, 0.60, -1.34, 0.44, 0.11, 0.33, -1.54, 0.37, 0.11, 0.48, -2.30, 0.54, 0.39, 0.35, -1.89, 0.48, 0.35, 0.34, -0.79, 0.01, -1.18, -1.28, 1.04, -1.74, -1.14, -1.09, 0.59, 0.32, 0.50, 0.36, 0.42, 0.72, 0.48, 0.42, 0.71, 0.34, 0.40, 0.85, 1.12, -0.85, -1.00, 0.64, -1.60, -0.93, -1.07, 0.12, 0.42, 0.43, 0.49, 0.61, -0.82, 0.34, 0.38, 0.23, 1.74, -0.61, 0.52, 0.47, 0.00, -0.33, 0.49, -0.40, -0.69, -0.43, -0.91, 0.16, 0.37, 0.38, 0.37, 0.41, 0.36]
}

=====

{
  "formula": "C5H7FOS",
  "method": "the ωB97M-V functional and the def2-TZVPD basis",
  "lumo_energy_ev": 0.615,
  "energy_ev": -20897.68047,
  "homo_lumo_gap_ha": 0.376,
  "relative_energy_kj_mol": 38.3,
  "smiles": "O=CS[C@H]1C[C@@H](F)C1",
  "species": ["C", "C", "C", "C", "C", "H", "H", "H", "H", "H", "H", "H", "O", "F", "S"],
  "xyz": [[-1.3983, 0.4124, 0.0028], [-0.6466, -0.3655, 1.0987], [0.1970, -1.0788, -0.0029], [-0.6433, -0.3606, -1.0958], [2.1681, 0.8899, 0.0013], [-2.4899, 0.3100, -0.0290], [-0.0679, 0.2686, 1.7555], [-1.2312, -1.0185, 1.7122], [0.0796, -2.1389, 0.0122], [-0.0933, 0.3069, -1.7444], [-1.2659, -1.0120, -1.6906], [1.2234, 1.4643, -0.0365], [3.2457, 1.4289, 0.0041], [-1.0755, 1.7639, 0.0114], [1.9980, -0.8707, 0.0012]],
  "mulliken_charge": [0.36, -0.93, 0.18, -0.93, 0.15, 0.32, 0.31, 0.28, 0.31, 0.31, 0.28, 0.27, -0.46, -0.33, -0.12]
}

=====

{
  "formula": "C6H10N",
  "method": "the ωB97M-V functional and the def2-TZVPD basis",
  "charge": 1,
  "lumo_energy_ev": [-6.568, -6.567],
  "energy_ev": -7862.72004,
  "homo_lumo_gap_ha": [0.230, 0.230],
  "relative_energy_kj_mol": 350.1,
  "species": ["C", "C", "C", "C", "C", "C", "N", "H", "H", "H", "H", "H", "H", "H", "H", "H", "H"],
  "xyz": [[1.7276, -0.9967, -0.0164], [0.4868, -1.4387, -0.5441], [2.1946, 0.2380, 0.1352], [2.7272, 1.3341, 0.5532], [-0.7813, -0.7658, -0.5649], [-2.5135, 0.7132, 0.2374], [-1.1199, 0.2505, 0.3385], [2.3887, -1.7520, 0.3256], [0.4126, -2.3661, -0.9994], [2.2959, 1.9288, 1.3591], [3.3744, 1.7937, -0.1462], [-0.9888, -0.4925, -1.5854], [-1.6109, -1.5387, -0.5108], [-2.3171, 1.8023, 0.3554], [-2.9421, 0.2615, -0.6760], [-3.0105, 0.2807, 1.0736], [-0.3237, 0.7477, 0.6652]],
  "mulliken_charge": [-0.40, -0.06, 0.06, -0.59, -0.45, -0.86, -0.11, 0.40, 0.47, 0.30, 0.30, 0.45, 0.43, 0.32, 0.32, 0.29, 0.12]
}

=====

Q: Which formula does entry 1 have?
A: C29H46IrP2Se